[1]
Below is a structure of composition C15H34FNOSi2 in a non-equilibrium geometry, with properties calculated with the ωB97M-V functional and the def2-TZVPD basis.

Structure (XYZ):
```
54
Properties=species:S:1:pos:R:3
C 0.22 2.85 -2.65
C -0.99 1.94 -2.52
C -1.61 2.00 -1.13
C -2.78 1.02 -0.94
C -2.39 -0.31 -0.27
C -3.00 -0.50 1.12
C -2.76 0.67 2.08
C -2.15 0.23 3.41
C -0.71 -0.26 3.25
Si 0.47 1.09 2.71
O 0.79 1.13 1.07
Si 1.32 -0.19 0.21
C 1.03 0.20 -1.60
C 1.34 -0.96 -2.51
C 0.28 -2.02 -2.57
N 2.41 -1.11 -3.16
C 3.13 -0.55 0.49
C 3.41 -2.03 0.26
C 3.40 -2.85 1.53
F 4.65 -2.17 -0.36
H 0.94 2.67 -1.85
H 0.71 2.71 -3.61
H -0.08 3.89 -2.58
H -0.71 0.91 -2.75
H -1.74 2.27 -3.23
H -0.85 1.78 -0.38
H -1.96 3.01 -0.93
H -3.24 0.82 -1.91
H -3.54 1.52 -0.34
H -2.71 -1.13 -0.90
H -1.31 -0.37 -0.18
H -4.07 -0.68 1.02
H -2.57 -1.41 1.55
H -3.70 1.17 2.29
H -2.12 1.42 1.61
H -2.21 1.04 4.13
H -2.75 -0.60 3.79
H -0.71 -1.13 2.59
H -0.35 -0.62 4.21
H -0.14 2.39 3.04
H 1.75 0.99 3.45
H 0.54 -1.40 0.56
H 0.01 0.54 -1.74
H 1.68 1.04 -1.83
H -0.71 -1.58 -2.46
H 0.34 -2.55 -3.52
H 0.43 -2.72 -1.75
H 3.04 -0.32 -3.01
H 3.68 0.00 -0.27
H 3.48 -0.24 1.47
H 2.68 -2.45 -0.42
H 3.84 -2.29 2.36
H 3.98 -3.76 1.39
H 2.37 -3.11 1.78
```

Values from the calculation:
Highest occupied orbital energy ... -9.674 eV
E_LUMO ... 0.783 eV
Total charge ... 0



[2]
Below is a structure of composition C15H34N6O2SSi3Tl in a non-equilibrium geometry, with properties calculated with the ωB97M-V functional and the def2-TZVPD basis.

Structure (XYZ):
```
62
Properties=species:S:1:pos:R:3
Tl 0.63 0.77 0.46
N 2.93 0.88 1.38
N 2.94 1.14 2.76
C 1.96 1.81 3.39
N 2.21 2.15 4.65
S 0.47 2.25 2.71
H 3.40 0.00 1.22
H 3.39 1.62 0.85
H 3.85 1.09 3.21
H 3.09 1.93 5.11
H 1.52 2.66 5.17
C -2.25 2.70 -1.09
O -1.64 1.44 -0.77
Si -2.36 -0.06 -0.89
C -2.71 -0.50 -2.65
C -3.97 -0.07 0.03
C -0.96 -1.09 -0.08
Si 0.26 -2.01 -1.22
C 1.72 -2.73 -0.31
C 0.98 -0.82 -2.47
C -0.71 -3.38 -2.03
Si -1.25 -1.61 1.73
C -2.30 -3.15 1.64
C 0.33 -2.02 2.65
C -2.06 -0.21 2.68
H -2.49 2.76 -2.15
H -1.55 3.49 -0.82
H -3.17 2.84 -0.52
H -3.39 0.25 -3.08
H -3.23 -1.46 -2.70
H -1.83 -0.56 -3.29
H -4.78 0.20 -0.66
H -3.98 0.65 0.85
H -4.21 -1.05 0.44
H 2.18 -2.01 0.37
H 2.48 -3.01 -1.05
H 1.46 -3.62 0.26
H 1.80 -0.24 -2.03
H 0.26 -0.10 -2.86
H 1.39 -1.37 -3.32
H -1.34 -3.91 -1.32
H -0.01 -4.11 -2.46
H -1.35 -3.02 -2.84
H -1.69 -4.01 1.34
H -3.12 -3.06 0.92
H -2.73 -3.36 2.62
H 0.84 -2.90 2.26
H 0.09 -2.21 3.69
H 1.05 -1.18 2.63
H -3.13 -0.38 2.82
H -1.94 0.75 2.18
H -1.61 -0.12 3.67
N 0.85 2.61 -2.75
C 1.86 2.60 -1.85
O 1.64 2.31 -0.60
C 3.16 2.87 -2.21
C 4.13 2.66 -1.19
N 4.82 2.44 -0.29
C 3.48 3.36 -3.51
N 3.68 3.71 -4.59
H 1.00 2.93 -3.69
H -0.09 2.48 -2.42
```

Values from the calculation:
ΔE to the lowest compared entry with this formula, charge and spin ... 0.563 eV
Highest occupied orbital energy ... -10.781 eV
E_LUMO ... -4.176 eV
Total charge ... +1



[3]
Below is a structure of composition C15H34NO2P2PbSi in a non-equilibrium geometry, with properties calculated with the ωB97M-V functional and the def2-TZVPD basis.

Structure (XYZ):
```
56
Properties=species:S:1:pos:R:3
Pb 0.23 -0.87 -1.24
P -2.12 -0.93 0.37
C -3.22 0.40 -0.30
C -2.58 1.77 -0.20
N -1.24 1.84 -0.19
C -0.64 3.03 -0.09
C -1.37 4.22 0.00
C -2.77 4.17 -0.07
C -3.38 2.92 -0.16
C 0.88 3.10 -0.03
P 1.67 1.58 -0.74
H -4.45 2.77 -0.18
H -0.80 5.14 0.08
H -3.35 5.08 -0.04
H 1.25 3.99 -0.57
H 1.22 3.20 1.02
H -3.46 0.14 -1.36
H -4.16 0.37 0.27
H -0.43 -0.58 -5.07
O -1.28 -0.19 -4.78
H -1.74 0.02 -5.62
H 2.98 -0.95 -3.88
O 2.72 -0.59 -4.75
H 3.49 -0.79 -5.32
C 1.97 2.23 -2.43
H 2.55 3.16 -2.35
H 2.51 1.50 -3.03
H 1.01 2.45 -2.91
C 3.36 1.71 -0.04
H 3.98 0.91 -0.48
H 3.80 2.69 -0.30
H 3.34 1.59 1.05
C -2.68 -0.92 2.11
H -3.77 -1.07 2.12
H -2.18 -1.72 2.67
H -2.43 0.04 2.56
C -3.04 -2.38 -0.25
H -2.55 -3.30 0.11
H -4.08 -2.33 0.12
H -3.03 -2.39 -1.36
C 3.04 -3.27 2.55
Si 1.43 -2.45 2.02
C 0.06 -3.74 2.00
C 0.95 -1.21 3.35
C 1.68 -1.71 0.30
H 2.90 -3.77 3.53
H 3.85 -2.54 2.64
H 3.35 -4.02 1.82
H 0.01 -4.22 2.99
H -0.93 -3.32 1.78
H 0.27 -4.51 1.26
H 1.71 -0.42 3.46
H -0.01 -0.72 3.15
H 0.87 -1.74 4.31
H 2.38 -0.86 0.37
H 2.21 -2.48 -0.29
```

Values from the calculation:
ΔE to the lowest compared entry with this formula, charge and spin ... 0.000 eV
Highest occupied orbital energy (alpha / beta) ... -18.751 / -18.736 eV
E_LUMO (alpha / beta) ... -13.495 / -14.117 eV
Total charge ... +3



[4]
Below is a structure of composition C15H34NO2P2SiW in a non-equilibrium geometry, with properties calculated with the ωB97M-V functional and the def2-TZVPD basis.

Structure (XYZ):
```
56
Properties=species:S:1:pos:R:3
W -0.15 -0.57 0.30
P 0.57 1.00 1.85
C 2.30 0.50 1.98
C 2.62 -0.81 1.53
N 1.75 -1.36 0.60
C 2.11 -2.36 -0.22
C 3.20 -3.13 0.10
C 4.04 -2.74 1.13
C 3.76 -1.58 1.83
C 1.16 -2.58 -1.37
P 0.28 -1.02 -1.92
H 4.40 -1.22 2.63
H 3.40 -4.01 -0.51
H 4.91 -3.34 1.39
H 1.73 -2.90 -2.26
H 0.46 -3.40 -1.14
H 3.48 1.59 1.12
H 2.87 0.87 2.84
H 2.78 2.39 -0.67
O 3.85 2.19 0.39
H 4.64 2.65 0.71
H -0.31 0.77 -0.73
O 1.90 2.28 -1.18
H 1.84 3.00 -1.83
C 1.52 -0.13 -2.90
H 1.96 -0.81 -3.64
H 0.99 0.69 -3.41
H 2.28 0.33 -2.25
C -0.93 -1.63 -3.14
H -1.53 -0.79 -3.49
H -0.39 -2.08 -3.98
H -1.60 -2.39 -2.70
C -0.18 0.79 3.50
H 0.34 1.45 4.20
H -1.25 1.05 3.47
H -0.08 -0.25 3.84
C 0.53 2.78 1.52
H -0.51 3.14 1.54
H 1.11 3.28 2.31
H 0.98 2.94 0.52
C -3.58 -0.27 -1.37
Si -3.15 -0.44 0.45
C -3.04 1.32 1.14
C -4.62 -1.26 1.28
C -1.75 -1.66 0.85
H -4.60 0.13 -1.47
H -3.58 -1.25 -1.87
H -2.92 0.41 -1.92
H -4.05 1.77 1.05
H -2.79 1.34 2.20
H -2.34 1.97 0.60
H -4.71 -2.30 0.93
H -4.50 -1.30 2.37
H -5.57 -0.76 1.07
H -1.73 -1.93 1.93
H -1.80 -2.62 0.29
```

Values from the calculation:
ΔE to the lowest compared entry with this formula, charge and spin ... 0.361 eV
Highest occupied orbital energy (alpha / beta) ... -18.794 / -18.935 eV
E_LUMO (alpha / beta) ... -11.461 / -12.394 eV
Expectation value of S² ... 2.04
Total charge ... +3
Spin multiplicity ... 3